The following is a quantum chemistry calculation of a single C26H35N3O3S molecule, from the Open Molecules 2025 dataset.

The value obtained for the gap between HOMO and LUMO is 9.24 eV. The spin multiplicity is 1. The LUMO energy is 0.4 eV. For the energy above the lowest of the compared OMol25 structures with the same formula, charge and spin, the calculation gives 3.6 kcal per mole. Its total charge is 0.

```
68
Properties=species:S:1:pos:R:3:forces:R:3
C 0.813926 2.359286 1.391298 -0.1 0.1 -0.1
H 1.828807 2.551787 1.728836 0.1 0.0 0.1
H 0.720375 1.302039 1.156118 0.0 -0.1 0.0
C 0.508708 3.232783 0.178417 0.3 0.2 0.3
N -0.833884 3.024196 -0.356775 0.2 0.2 0.1
C -1.874907 3.480976 0.402349 0.0 -0.1 0.1
O -1.682930 4.071299 1.447377 0.0 0.0 0.1
C -3.257022 3.172287 -0.065789 -0.4 0.1 0.1
C -3.724368 3.566914 -1.311129 0.2 0.3 0.2
C -5.028929 3.341537 -1.699629 0.1 0.2 -0.2
C -5.894676 2.699032 -0.831373 0.1 0.0 0.1
C -5.447947 2.304772 0.420385 -0.1 0.0 0.0
C -4.141576 2.548715 0.807931 0.2 0.0 -0.1
H -3.793277 2.259987 1.788022 0.0 0.0 0.1
H -6.123947 1.811977 1.102687 -0.1 0.0 0.1
H -6.916481 2.515198 -1.126648 -0.1 0.0 0.0
H -5.341407 3.676350 -2.677552 -0.1 0.0 -0.1
S -2.568410 4.407175 -2.431537 0.1 -1.2 0.8
O -3.286571 4.635813 -3.681636 -0.5 0.4 -1.0
C -1.719677 2.807284 -2.618603 0.3 0.3 0.2
C -1.815117 2.131170 -3.818329 -0.1 0.1 -0.1
C -1.150209 0.932204 -3.988784 0.1 -0.1 0.2
C -0.395122 0.409285 -2.944027 0.0 0.3 -0.1
C -0.294310 1.102365 -1.743274 -0.1 0.1 -0.1
C -0.963982 2.308913 -1.560922 -0.1 -0.3 -0.6
H 0.328119 0.719062 -0.949388 0.1 -0.1 0.1
C 0.341198 -0.878562 -3.160258 -0.2 -0.1 0.1
O 0.843608 -1.168534 -4.228074 0.1 0.0 -0.3
N 0.353052 -1.691711 -2.083165 0.0 -0.1 0.3
H -0.009321 -1.371082 -1.198189 0.0 0.1 -0.1
C 1.176400 -2.870056 -1.986246 0.3 -0.1 0.0
H 0.549814 -3.726192 -1.717752 0.1 0.0 -0.1
H 1.619953 -3.050959 -2.966832 -0.1 -0.1 0.1
C 2.275866 -2.642963 -0.936778 -0.2 -0.1 -0.2
N 1.706344 -2.105046 0.291125 0.0 -0.1 -0.1
C 2.596473 -1.190855 0.986864 0.1 -0.1 0.0
H 2.031472 -0.735852 1.802788 0.0 0.1 0.0
C 3.911578 -1.787067 1.547942 0.0 0.2 0.1
C 3.866828 -1.906550 3.070537 0.0 -0.2 -0.3
H 4.786649 -2.352924 3.443127 0.1 0.0 0.1
H 3.759242 -0.922278 3.522602 0.0 0.1 0.1
H 3.033648 -2.525798 3.393826 -0.1 -0.1 0.1
C 5.109969 -0.935994 1.132217 -0.1 -0.3 0.0
H 5.193783 -0.884873 0.048718 0.0 0.1 -0.1
H 5.007812 0.075803 1.519831 0.0 0.2 0.0
H 6.031879 -1.359771 1.524439 0.1 0.0 0.0
H 4.044969 -2.788809 1.125513 0.0 0.0 0.0
H 2.838406 -0.393974 0.276802 0.0 0.0 0.1
C 1.112753 -3.136417 1.128275 -0.1 0.3 0.2
H 1.879374 -3.713774 1.670188 0.0 -0.1 0.0
C 0.088585 -2.592767 2.133383 -0.1 -0.2 -0.2
C -0.981232 -1.760887 1.431229 0.3 0.0 0.2
H -1.719284 -1.409891 2.148850 -0.1 0.0 0.0
H -0.534963 -0.893751 0.951443 0.0 0.1 -0.1
H -1.492147 -2.355663 0.676784 -0.1 -0.1 -0.1
C -0.549459 -3.759643 2.883701 0.2 0.2 0.0
H -1.246685 -3.393295 3.633298 -0.1 0.0 0.1
H -1.093242 -4.403674 2.195674 -0.1 -0.1 -0.1
H 0.208875 -4.357051 3.385148 0.0 -0.1 0.1
H 0.598947 -1.957745 2.864157 0.0 0.0 0.0
H 0.591460 -3.832391 0.467059 0.0 -0.1 0.0
H 2.822699 -3.585200 -0.780357 0.1 0.1 0.0
H 2.976542 -1.906530 -1.334808 0.0 0.0 0.0
H -1.196050 0.394189 -4.922360 0.0 0.0 -0.1
H -2.403748 2.575652 -4.607217 -0.1 0.0 -0.1
H 0.575062 4.282596 0.478794 0.1 -0.1 -0.1
H 1.220582 3.046959 -0.627720 -0.1 0.1 0.0
H 0.127122 2.600926 2.197421 0.0 0.0 0.1
```
Forces are in eV/Å.

Atom charges from the natural (NBO) analysis, given in e for atoms 1 to 6: C -0.614; H 0.215; H 0.193; C -0.217; N -0.469; C 0.664



The following is a quantum chemistry calculation of 2 unconnected molecules or ions with the total composition CH4O3, from the Open Molecules 2025 dataset.

The value obtained for the gap between HOMO and LUMO is 12.05 eV. The spin multiplicity is 1. The LUMO energy is 1.0 eV. For the energy above the lowest of the compared OMol25 structures with the same formula, charge and spin, the calculation gives 100.4 kcal per mole. Its total charge is 0.

```
8
Properties=species:S:1:pos:R:3:forces:R:3
H -1.670930 0.425783 1.415280 -0.4 -0.4 -0.3
H -1.342368 0.897261 1.857171 0.3 0.4 0.4
O 0.964467 -1.083875 0.373234 -0.8 0.9 0.3
C -0.002658 -0.646120 -0.207779 1.2 -1.9 -1.3
O 0.039198 0.260816 -1.155080 -1.6 1.0 -0.4
O 1.235973 0.916059 -1.198374 1.0 1.2 -0.6
H -0.948468 -1.084255 -0.444242 -1.2 -0.8 1.1
H 1.724787 0.314330 -0.640211 1.5 -0.4 0.7
```
Forces are in eV/Å.

Atom charges from the natural (NBO) analysis, given in e for atoms 1 to 6: H -0.021; H 0.023; O -0.593; C 0.604; O -0.223; O -0.402



The following is a quantum chemistry calculation of a single CHNO3 molecule, from the Open Molecules 2025 dataset.

The value obtained for the gap between HOMO and LUMO is 10.48 eV. The spin multiplicity is 1. The LUMO energy is -0.7 eV. For the energy above the lowest of the compared OMol25 structures with the same formula, charge and spin, the calculation gives 44.2 kcal per mole. Its total charge is 0.

```
6
Properties=species:S:1:pos:R:3:forces:R:3
O 1.005784 -1.374751 -0.479742 -1.2 1.1 0.6
C 0.607271 -0.429925 0.123744 2.5 0.1 1.0
N -0.713270 0.325324 -0.141694 3.9 1.7 -0.1
O -0.413700 1.488098 -0.407242 -0.8 -0.6 0.0
O -1.748923 -0.181937 -0.016244 -2.9 -1.2 0.1
H 1.262840 0.173192 0.921180 -1.6 -1.1 -1.5
```
Forces are in eV/Å.

Charges computed using natural (NBO), reported in e: O -0.443; C 0.474; N 0.473; O -0.379; O -0.290; H 0.165



The following is a quantum chemistry calculation of 2 unconnected molecules or ions with the total composition C5H12N, from the Open Molecules 2025 dataset.

The value obtained for the gap between HOMO and LUMO (spin up / spin down) is 6.53 / 10.90 eV. The spin multiplicity is 2. The LUMO energy (spin up / spin down) is 1.1 / 1.0 eV. For the energy above the lowest of the compared OMol25 structures with the same formula, charge and spin, the calculation gives 21.1 kcal per mole. Its total charge is 0.

```
18
Properties=species:S:1:pos:R:3:forces:R:3
C 0.331712 -0.352543 -2.138381 -1.0 0.3 1.5
C -0.702269 -2.215783 -0.871433 -0.3 -1.1 0.2
N -0.403023 -0.898363 -0.998122 0.3 -0.1 -0.3
H 1.052123 0.355812 -1.724714 0.3 -0.1 -0.4
H -0.376310 0.208702 -2.750818 0.3 -0.1 -0.5
H 0.797538 -1.177376 -2.664012 0.2 0.1 -0.2
H -0.375849 -2.969912 -1.571731 0.1 0.3 -0.2
H -1.210311 -2.563987 0.015782 0.0 0.2 0.0
H -0.598891 -0.332312 -0.193942 0.1 0.4 -0.2
C 1.265258 0.822827 1.434067 -0.5 0.3 0.2
C -0.025074 1.581295 1.240333 0.1 -0.4 0.3
C -1.240244 1.094366 1.508618 1.2 1.1 0.1
H 1.914352 1.357371 2.128588 0.1 0.1 -0.1
H 1.070048 -0.153383 1.879145 0.1 -0.1 -0.2
H 1.782423 0.727720 0.480647 0.2 -0.2 0.0
H 0.078838 2.596833 0.870624 -0.1 0.0 -0.1
H -2.052364 1.793716 1.372207 -0.5 -0.5 0.1
H -1.307957 0.125018 1.983142 -0.5 -0.1 -0.1
```
Forces are in eV/Å.

Atom charges from the natural (NBO) analysis, given in e for atoms 1 to 6: C -0.402; C -0.343; N -0.592; H 0.190; H 0.191; H 0.205



| no. | M (g mol⁻¹) |
| --- | --- |
| 1 | 469.7 |
| 2 | 64.0 |
| 3 | 75.0 |
| 4 | 86.2 |